90
Properties=species:S:1:pos:R:3 method="wB97M-V/def2-TZVPD" lumo_ev=0.29 smiles=OCCO.OCCO.OCCO.OCCO.OCCO.OCCO.OCCO.OCCO.OCCO total_energy_ha=-2072.3570 de_lowest_kj_mol=120.1 max_force_ev_per_a=2.9
O 7.949 11.632 6.475
C 8.742 12.783 6.660
C 10.218 12.526 6.994
O 10.862 13.784 7.150
H 7.737 11.153 7.300
H 8.454 13.282 5.774
H 8.323 13.407 7.474
H 10.784 11.950 6.214
H 10.255 11.969 7.951
H 10.980 14.149 6.244
O 11.555 11.830 9.920
C 12.297 12.700 10.758
C 12.245 14.115 10.211
O 12.934 14.268 8.999
H 12.014 10.972 9.838
H 11.883 12.724 11.792
H 13.404 12.360 10.802
H 12.778 14.672 10.965
H 11.221 14.459 10.046
H 12.312 14.128 8.265
O 13.336 11.257 7.464
C 12.893 9.911 7.546
C 13.522 9.064 8.666
O 13.312 9.830 9.868
H 12.846 11.830 8.100
H 11.881 9.869 7.715
H 13.135 9.374 6.681
H 14.630 8.862 8.490
H 12.942 8.168 8.730
H 14.121 10.408 9.874
O 15.388 11.738 13.502
C 14.845 10.407 13.588
C 15.563 9.485 12.694
O 14.810 8.261 12.731
H 14.921 12.278 14.195
H 14.881 9.990 14.646
H 13.829 10.550 13.283
H 16.503 9.332 13.169
H 15.705 9.891 11.687
H 14.913 7.786 11.913
O 17.016 16.934 10.106
C 17.365 17.820 9.110
C 16.269 18.890 8.983
O 16.396 19.898 9.925
H 16.519 16.183 9.720
H 18.279 18.378 9.342
H 17.612 17.255 8.185
H 15.239 18.434 8.932
H 16.371 19.337 8.040
H 15.870 19.672 10.750
O 8.840 10.348 9.541
C 9.039 8.997 9.986
C 9.015 7.961 8.848
O 7.571 7.586 8.721
H 9.692 10.754 9.798
H 9.982 8.943 10.489
H 8.369 8.556 10.743
H 9.583 7.066 9.052
H 9.267 8.407 7.840
H 7.513 7.134 7.862
O 7.822 14.173 10.766
C 8.922 13.273 10.932
C 8.582 12.174 11.952
O 8.365 12.789 13.261
H 7.575 14.612 11.611
H 9.053 12.808 9.945
H 9.900 13.764 11.210
H 9.445 11.493 12.031
H 7.579 11.718 11.692
H 8.475 12.053 13.828
O 15.268 17.998 11.895
C 13.915 17.432 11.678
C 13.362 17.011 13.027
O 14.180 15.984 13.567
H 15.889 17.483 11.272
H 13.220 18.113 11.267
H 13.970 16.555 10.959
H 12.288 16.660 12.976
H 13.448 17.927 13.627
H 15.059 16.344 13.483
O 15.830 14.539 9.290
C 16.451 13.541 10.075
C 16.673 12.243 9.313
O 15.421 11.635 9.129
H 14.892 14.442 9.222
H 17.359 13.943 10.549
H 15.820 13.322 10.911
H 17.270 11.583 9.956
H 17.204 12.260 8.383
H 14.965 11.817 8.281

=====

102
Properties=species:S:1:pos:R:3 method="wB97M-V/def2-TZVPD" lumo_ev=0.33 smiles="COP(=O)(OC)OC.COP(=O)(OC)OC.COP(=O)(OC)OC.COP(=O)(OC)OC.COP(=O)(OC)OC.COP(=O)(OC)OC" total_energy_ha=-4572.0732 de_lowest_kj_mol=1539.3 max_force_ev_per_a=8.5
C 1.720 3.004 2.807
O 1.036 4.146 2.240
P 1.561 4.966 1.063
O 1.765 4.079 -0.080
O 0.483 6.151 0.672
C -0.893 5.859 1.135
O 2.989 5.802 1.296
C 3.947 6.111 0.185
H 2.847 3.254 3.338
H 1.934 2.347 2.020
H 1.151 2.370 3.559
H -0.798 5.616 2.183
H -1.364 4.919 0.594
H -1.279 6.679 0.800
H 4.493 5.293 -0.127
H 4.811 6.872 0.484
H 3.385 6.440 -0.671
C -2.627 -1.661 -2.303
O -2.768 -2.877 -1.608
P -1.656 -3.308 -0.566
O -0.564 -2.366 -0.236
O -2.690 -3.277 0.729
C -3.228 -2.011 1.090
O -1.099 -4.841 -0.510
C 0.158 -5.157 0.109
H -2.752 -0.877 -1.369
H -3.555 -1.676 -2.925
H -1.751 -1.642 -2.708
H -3.892 -2.314 1.927
H -4.098 -1.929 0.435
H -2.623 -1.164 1.198
H 0.145 -6.200 0.387
H 0.566 -4.514 1.039
H 0.936 -5.085 -0.567
C 0.841 6.213 -2.775
O 1.220 4.938 -3.250
P 0.365 3.537 -2.595
O -0.719 3.938 -1.560
O -0.451 3.285 -3.921
C -1.238 2.181 -4.146
O 1.078 2.186 -2.414
C 2.302 1.927 -3.061
H -0.232 6.357 -2.983
H 1.408 6.992 -3.259
H 1.050 6.293 -1.671
H -1.947 2.212 -4.958
H -1.742 1.999 -3.275
H -0.618 1.190 -4.119
H 3.014 2.566 -2.639
H 1.937 1.840 -4.186
H 2.636 0.937 -2.931
C 2.716 -1.901 -1.146
O 2.155 -0.686 -0.638
P 1.714 -0.751 0.884
O 2.824 -0.113 1.577
O 0.368 0.049 1.322
C -0.276 0.913 0.476
O 1.607 -2.280 1.551
C 1.138 -2.620 2.830
H 3.522 -2.170 -0.634
H 2.935 -1.737 -2.112
H 2.045 -2.667 -1.203
H -1.213 1.068 1.023
H -0.203 0.543 -0.639
H 0.229 1.815 0.188
H 0.803 -1.576 3.292
H 1.978 -3.166 3.187
H 0.394 -3.170 2.491
C -2.661 1.009 8.047
O -1.718 0.137 7.610
P -1.725 -0.399 6.059
O -3.028 -1.030 5.946
O -1.797 0.811 5.009
C -1.218 0.654 3.741
O -0.552 -1.412 5.512
C 0.094 -2.271 6.507
H -3.646 0.490 8.385
H -2.862 1.821 7.347
H -2.153 1.333 8.813
H -0.137 0.760 3.569
H -1.696 1.440 2.911
H -1.689 -0.435 3.386
H 0.177 -1.592 7.409
H 1.087 -2.669 6.193
H -0.638 -3.018 6.921
C -2.693 -4.202 -4.537
O -1.462 -4.783 -4.819
P -0.131 -4.092 -4.445
O -0.186 -3.920 -3.057
O 1.234 -4.877 -4.663
C 1.007 -6.257 -4.963
O -0.017 -2.544 -4.942
C 0.752 -1.635 -4.436
H -2.604 -3.256 -4.777
H -2.867 -4.400 -3.531
H -3.476 -4.576 -5.142
H 0.515 -6.513 -5.865
H 0.752 -6.931 -4.178
H 2.122 -6.800 -5.251
H 1.713 -1.791 -4.736
H 0.797 -1.533 -3.359
H 0.800 -0.675 -4.992

=====

86
Properties=species:S:1:pos:R:3 method="wB97M-V/def2-TZVPD" lumo_ev=0.09 total_energy_ha=-3385.7725 de_lowest_kj_mol=0.0 max_force_ev_per_a=10.7
C 3.029 0.812 -2.715
C 1.505 1.088 -3.095
O 1.184 2.258 -2.421
H 3.171 0.815 -1.631
H 3.565 1.587 -3.062
H 3.385 -0.206 -3.164
H 0.995 0.259 -2.707
H 1.289 1.349 -4.184
H 0.505 2.408 -3.007
C 0.524 0.036 1.219
C 0.448 -1.162 0.300
O -0.806 -1.494 0.050
H -0.225 -0.144 2.083
H 0.109 1.120 0.842
H 1.396 0.267 1.412
H 1.041 -1.954 0.544
H 0.818 -0.776 -0.714
H -1.066 -2.300 -0.504
C 3.206 0.587 3.897
C 4.120 0.407 2.731
O 5.340 -0.017 3.245
H 2.191 0.762 3.753
H 3.682 1.292 4.684
H 2.930 -0.247 4.528
H 4.100 1.273 2.111
H 4.162 -0.403 1.962
H 6.047 0.406 2.637
C -0.369 3.022 3.305
C -1.600 3.768 3.571
O -2.560 2.866 3.905
H 0.369 3.688 2.819
H -0.742 2.201 2.665
H -0.007 2.518 4.273
H -1.835 4.401 2.803
H -1.428 4.679 4.258
H -3.342 3.181 4.375
C -1.163 -5.054 -3.168
S -2.171 -4.488 -1.817
O -1.126 -3.667 -1.027
C -3.028 -3.221 -2.731
H -0.583 -4.211 -3.533
H -1.901 -5.318 -4.033
H -0.560 -6.119 -2.903
H -3.968 -2.799 -2.166
H -3.646 -3.770 -3.446
H -2.387 -2.396 -3.165
C 2.673 3.534 0.522
S 1.735 4.722 -0.307
O 1.590 5.877 0.715
C 2.764 5.517 -1.481
H 3.627 4.061 1.000
H 3.034 3.061 -0.468
H 1.940 2.977 1.082
H 3.693 5.839 -0.940
H 2.251 6.341 -1.924
H 3.189 4.632 -2.137
C -2.119 0.798 -2.285
S -2.697 2.096 -3.343
O -1.452 2.931 -3.632
C -2.847 1.128 -4.847
H -1.338 0.171 -2.767
H -3.034 0.079 -2.140
H -1.807 1.233 -1.313
H -3.336 1.744 -5.500
H -3.584 0.311 -4.815
H -1.778 0.883 -5.351
C -3.560 -0.072 3.329
S -5.246 0.533 3.681
O -5.993 0.050 2.473
C -5.678 -0.626 5.015
H -3.754 -1.188 3.102
H -3.085 0.182 4.243
H -3.116 0.254 2.396
H -5.735 -1.592 4.574
H -6.620 -0.201 5.536
H -5.065 -0.576 5.948
C 1.972 -5.202 0.044
S 2.288 -6.217 -1.418
O 1.133 -7.141 -1.702
C 2.411 -4.835 -2.538
H 2.807 -4.560 0.056
H 1.803 -5.586 0.996
H 1.003 -4.626 -0.148
H 2.964 -4.146 -2.121
H 1.545 -4.492 -2.802
H 2.827 -5.199 -3.511

=====

90
Properties=species:S:1:pos:R:3 method="wB97M-V/def2-TZVPD" lumo_ev=-7.93 total_energy_ha=-2574.6807 de_lowest_kj_mol=95.0 charge=+2 max_force_ev_per_a=6.5
Y -2.186 0.600 0.983
O -1.252 0.184 -0.954
H -0.769 0.190 -1.773
O 0.306 -6.162 -3.833
P -0.444 -4.933 -3.589
N 0.071 -3.597 -4.446
C 0.062 -3.655 -5.911
C 1.323 -2.975 -3.979
N -0.365 -4.471 -1.974
C -0.441 -5.563 -0.994
C -1.006 -3.272 -1.520
N -2.086 -5.041 -4.016
C -2.765 -6.286 -3.755
C -2.931 -3.860 -4.214
H 0.871 -4.267 -6.313
H 0.059 -2.645 -6.315
H -0.871 -4.132 -6.218
H 1.443 -1.985 -4.421
H 2.183 -3.570 -4.299
H 1.326 -2.903 -2.893
H 0.216 -5.327 -0.149
H -1.474 -5.629 -0.643
H -0.020 -6.470 -1.418
H -0.729 -2.451 -2.182
H -2.076 -3.333 -1.271
H -0.592 -2.928 -0.556
H -2.115 -7.139 -3.973
H -3.145 -6.440 -2.740
H -3.564 -6.470 -4.479
H -3.935 -4.086 -3.857
H -3.014 -3.581 -5.269
H -2.456 -3.032 -3.691
O -0.191 -0.240 1.792
P 1.126 -0.442 2.494
N 2.305 -1.087 1.481
C 2.102 -2.501 1.109
C 2.865 -0.239 0.430
N 1.079 -1.477 3.801
C 0.032 -1.378 4.808
C 2.300 -2.047 4.369
N 1.771 1.012 3.047
C 0.924 1.937 3.775
C 3.205 1.165 3.322
H 1.042 -2.771 1.077
H 2.521 -3.179 1.855
H 2.512 -2.747 0.134
H 3.473 -0.873 -0.210
H 3.487 0.534 0.875
H 2.125 0.243 -0.220
H 0.290 -0.701 5.633
H -0.917 -0.989 4.434
H -0.144 -2.338 5.293
H 2.807 -1.282 4.972
H 2.173 -2.911 5.015
H 3.046 -2.255 3.603
H 1.234 2.969 3.589
H -0.124 1.928 3.464
H 0.952 1.793 4.858
H 3.408 1.022 4.388
H 3.510 2.178 3.061
H 3.794 0.408 2.820
O -1.349 2.674 0.846
P -0.978 4.136 0.703
N -1.244 4.683 -0.848
C -1.045 6.036 -1.281
C -1.194 3.673 -1.906
N 0.639 4.436 1.072
C 1.117 5.763 1.435
C 1.647 3.465 0.691
N -1.886 5.177 1.650
C -1.886 4.994 3.091
C -3.205 5.552 1.078
H -1.115 6.782 -0.487
H -1.754 6.352 -2.048
H -0.032 6.182 -1.679
H -1.671 4.043 -2.813
H -1.632 2.703 -1.677
H -0.149 3.462 -2.172
H 1.754 5.598 2.320
H 1.884 6.133 0.746
H 0.300 6.425 1.690
H 1.272 2.464 0.488
H 2.153 3.853 -0.200
H 2.419 3.331 1.455
H -2.323 4.013 3.351
H -0.882 4.956 3.514
H -2.505 5.716 3.616
H -3.120 6.099 0.150
H -3.713 6.133 1.846
H -3.834 4.662 0.963

=====

84
Properties=species:S:1:pos:R:3 method="wB97M-V/def2-TZVPD" lumo_ev=0.49 smiles=CC(C)O.CC(C)O.CC(C)O.CC(C)O.CC(C)O.CC(C)O.O.O.O.O total_energy_ha=-1471.7579 de_lowest_kj_mol=139.6 max_force_ev_per_a=3.0
C 6.503 14.349 15.893
C 6.730 15.746 15.338
C 7.888 16.448 16.078
O 6.989 15.495 13.962
H 5.631 13.829 15.490
H 6.442 14.278 16.959
H 7.429 13.798 15.537
H 5.800 16.319 15.420
H 8.145 17.453 15.674
H 8.816 15.907 16.207
H 7.552 16.588 17.080
H 6.822 16.304 13.495
C 9.592 18.903 7.379
C 10.237 18.060 8.497
C 9.163 17.307 9.246
O 11.050 17.052 7.989
H 9.056 19.756 7.746
H 8.969 18.307 6.774
H 10.443 19.228 6.678
H 10.756 18.691 9.156
H 8.637 16.589 8.590
H 8.395 17.940 9.628
H 9.607 16.657 10.013
H 11.332 17.334 7.097
C 13.272 14.310 10.830
C 12.122 13.546 11.497
C 12.564 12.149 11.977
O 11.682 14.370 12.676
H 12.898 15.251 10.333
H 13.816 13.725 10.154
H 13.826 14.646 11.653
H 11.290 13.547 10.817
H 12.761 11.425 11.141
H 11.788 11.690 12.615
H 13.517 12.404 12.593
H 12.191 14.096 13.420
C 9.095 7.115 13.716
C 9.565 7.815 14.995
C 10.474 6.871 15.808
O 10.223 9.043 14.736
H 8.241 7.493 13.079
H 8.665 6.181 14.161
H 9.881 6.857 12.957
H 8.719 8.042 15.647
H 10.104 5.842 15.838
H 10.438 7.227 16.833
H 11.509 6.867 15.601
H 11.052 8.902 14.297
C 10.030 11.746 9.229
C 9.533 10.332 9.196
C 9.738 9.603 7.852
O 10.136 9.594 10.225
H 9.740 12.320 8.280
H 11.078 11.739 9.297
H 9.705 12.260 10.157
H 8.442 10.432 9.409
H 9.191 10.150 7.078
H 9.339 8.611 7.943
H 10.760 9.541 7.466
H 9.793 9.942 11.084
C 13.202 12.636 7.127
C 12.565 12.591 5.754
C 11.215 13.310 5.679
O 13.405 13.366 4.901
H 13.180 13.617 7.482
H 14.256 12.337 7.076
H 12.680 11.992 7.837
H 12.422 11.527 5.502
H 10.860 13.140 4.642
H 11.480 14.356 5.793
H 10.473 12.988 6.390
H 14.015 13.855 5.445
O 9.751 10.868 12.576
H 9.398 11.816 12.563
H 9.633 10.505 13.515
O 12.510 8.128 10.687
H 11.597 8.443 10.488
H 12.470 7.167 10.761
O 9.014 13.625 12.491
H 8.260 14.209 12.633
H 9.835 14.049 12.862
O 12.675 9.140 13.302
H 12.857 10.073 13.179
H 12.786 8.767 12.424

=====

Kohn-Sham gap list, top to bottom, in eV: 9.81 9.59 8.29 3.81 10.30